DFT (ωB97M-V/def2-TZVPD) results for C4H7N2OS as an isolated structure.

Values from the calculation:
Orbital gap (spin up / spin down) (eV): 7.3 / 7.1
E_tot (a.u.): -739.15332
E_HOMO (spin up / spin down) (eV): -12.43 / -12.44
Molar mass (g/mol): 131.2
Energy relative to the best compared isomer or geometry (same formula, charge and spin) (kJ/mol): 395.6

ORCA input file:
```
! wB97M-V def2-TZVPD RIJCOSX def2/J DEFGRID3
* xyz 1 1
C 1.983 1.214 -0.173
C 1.920 -1.062 -0.009
C 1.142 0.074 -0.291
C -1.562 0.156 0.692
N 3.152 1.014 0.278
N -2.520 -0.314 -0.391
O -0.132 -0.015 -0.650
S 3.518 -0.583 0.416
H 1.596 2.261 -0.416
H 1.792 -2.054 -0.072
H -1.515 1.116 1.031
H -1.359 -0.502 1.417
H -2.115 -1.112 -0.838
H -2.489 0.464 -1.114
H -3.411 -0.658 0.121
*
```


DFT (ωB97M-V/def2-TZVPD) results for one molecule with the formula C5H10O.

Values from the calculation:
Orbital gap (eV): 11.1
E_tot (a.u.): -271.70792
E_HOMO (eV): -10.01
Molar mass (g/mol): 86.1
Energy relative to the best compared isomer or geometry (same formula, charge and spin) (kJ/mol): 117.4

ORCA input file:
```
! wB97M-V def2-TZVPD RIJCOSX def2/J DEFGRID3
* xyz 0 1
C 1.622 0.293 -0.882
C 0.896 1.028 0.250
C 0.220 0.000 1.122
O -1.059 0.187 1.708
C -0.921 -0.804 0.683
C -1.799 -0.545 -0.512
H 2.210 -0.548 -0.492
H 2.303 0.951 -1.429
H 0.902 -0.121 -1.596
H 1.610 1.601 0.854
H 0.166 1.738 -0.149
H 0.900 -0.497 1.818
H -0.903 -1.845 1.013
H -1.844 0.525 -0.730
H -2.811 -0.872 -0.249
H -1.492 -1.093 -1.409
*
```


DFT (ωB97M-V/def2-TZVPD) results for C43H68FGeN4O4RbSi3 as an isolated structure.

Values from the calculation:
<S²>: 0.753
Orbital gap (spin up / spin down) (eV): 5.7 / 6.7
E_tot (a.u.): -5268.54392
E_HOMO (spin up / spin down) (eV): -8.76 / -9.80
Molar mass (g/mol): 966.4
Energy relative to the best compared isomer or geometry (same formula, charge and spin) (kJ/mol): 49.3

ORCA input file:
```
! wB97M-V def2-TZVPD RIJCOSX def2/J DEFGRID3
* xyz 1 2
Rb -1.986 0.612 -1.504
C -5.461 3.620 -0.899
C -5.367 2.118 -1.001
C -5.291 1.325 0.133
C -5.269 -0.071 0.041
C -5.221 -0.906 1.294
C -5.302 -0.660 -1.214
C -5.375 0.113 -2.378
C -5.392 -0.554 -3.728
C -5.402 1.495 -2.252
H -5.113 3.976 0.072
H -6.496 3.949 -1.016
H -4.870 4.107 -1.675
H -5.281 1.794 1.114
H -4.324 -0.689 1.873
H -5.224 -1.972 1.062
H -6.079 -0.696 1.935
H -5.271 -1.741 -1.303
H -6.210 -1.275 -3.792
H -4.455 -1.091 -3.892
H -5.517 0.176 -4.528
H -5.463 2.111 -3.144
F 4.606 -1.880 1.208
C 3.830 -2.434 0.245
C 2.666 -1.815 -0.114
C 1.879 -2.339 -1.134
C 0.598 -1.693 -1.482
O 0.048 -0.888 -0.727
C 0.062 -2.096 -2.767
C 0.536 -3.197 -3.370
N 1.577 -3.957 -2.884
C 1.968 -5.159 -3.572
C 1.780 -6.480 -2.882
C 0.898 -6.094 -4.032
C 2.310 -3.490 -1.813
C 3.471 -4.142 -1.380
C 4.241 -3.624 -0.354
N 5.403 -4.328 0.064
C 5.993 -4.083 1.372
C 6.934 -5.271 1.682
N 6.534 -6.410 0.787
C 6.895 -6.100 -0.642
C 6.422 -4.660 -0.918
C -1.075 -1.253 -3.323
O -0.729 -0.168 -3.861
O -2.226 -1.667 -3.081
H 2.357 -0.901 0.376
H 0.116 -3.556 -4.301
H 2.838 -5.049 -4.211
H 1.341 -6.455 -1.892
H 2.527 -7.249 -3.034
H -0.129 -5.838 -3.809
H 1.044 -6.583 -4.984
H 3.763 -5.075 -1.846
H 5.200 -4.025 2.113
H 6.570 -3.157 1.423
H 6.857 -5.594 2.716
H 7.975 -5.051 1.459
H 5.513 -6.464 0.820
H 6.925 -7.298 1.089
H 6.394 -6.835 -1.268
H 7.971 -6.212 -0.745
H 6.021 -4.589 -1.923
H 7.270 -3.967 -0.855
O 0.772 1.603 -2.301
C 1.517 2.737 -2.711
C 0.943 3.417 -3.945
C -0.570 3.654 -3.879
C -1.005 4.473 -2.692
C -0.751 5.841 -2.624
C -1.204 6.562 -1.535
C -1.891 5.900 -0.527
C -2.079 4.537 -0.661
N -1.655 3.834 -1.714
H 0.496 1.078 -3.075
H 2.559 2.467 -2.910
H 1.518 3.426 -1.863
H 1.152 2.807 -4.829
H 1.470 4.366 -4.081
H -1.090 2.698 -3.842
H -0.879 4.157 -4.796
H -0.222 6.331 -3.432
H -1.031 7.630 -1.472
H -2.269 6.426 0.339
H -2.595 3.973 0.111
C -2.014 -1.513 3.344
Si -0.560 -0.339 3.440
C -0.234 0.016 5.250
C 0.915 -1.240 2.730
Ge -1.024 1.697 2.263
Si -2.535 2.913 3.667
C -3.910 1.776 4.235
C -3.271 4.385 2.776
C -1.644 3.570 5.176
Si 1.036 2.877 1.956
C 0.776 4.544 1.156
C 1.866 3.137 3.613
C 2.169 1.871 0.852
H -1.809 -2.422 3.921
H -2.204 -1.808 2.308
H -2.926 -1.061 3.743
H 0.086 -0.906 5.746
H -1.143 0.370 5.748
H 0.544 0.771 5.396
H 1.062 -2.190 3.257
H 1.837 -0.655 2.814
H 0.732 -1.447 1.671
H -4.307 1.181 3.408
H -4.735 2.353 4.666
H -3.546 1.084 5.001
H -3.913 4.079 1.945
H -2.479 5.027 2.378
H -3.877 4.979 3.469
H -1.024 2.810 5.660
H -2.385 3.920 5.903
H -1.000 4.416 4.915
H 0.064 5.158 1.717
H 0.389 4.431 0.138
H 1.725 5.088 1.103
H 1.260 3.766 4.270
H 2.829 3.635 3.455
H 2.052 2.191 4.130
H 1.609 1.463 0.002
H 2.621 1.045 1.410
H 2.979 2.496 0.460
*
```


DFT (ωB97M-V/def2-TZVPD) results for one molecule with the formula C5H3NO.

Values from the calculation:
Orbital gap (eV): 9.9
E_tot (a.u.): -322.23374
E_HOMO (eV): -9.11
Molar mass (g/mol): 93.1
Energy relative to the best compared isomer or geometry (same formula, charge and spin) (kJ/mol): 152.4

ORCA input file:
```
! wB97M-V def2-TZVPD RIJCOSX def2/J DEFGRID3
* xyz 0 1
C -2.767 0.688 0.911
C -1.626 0.420 0.575
C -0.278 0.143 0.170
C 1.851 -0.138 0.050
C 1.284 -0.605 -1.112
H -3.800 0.812 1.302
H 2.876 -0.051 0.321
H 1.679 -1.112 -2.004
N 0.822 0.343 0.808
O -0.040 -0.500 -1.021
*
```


DFT (ωB97M-V/def2-TZVPD) results for C25H29IN5O3SV as an isolated structure.

Values from the calculation:
<S²>: 3.781
Orbital gap (spin up / spin down) (eV): 5.8 / 3.9
E_tot (a.u.): -3109.10214
E_HOMO (spin up / spin down) (eV): -8.94 / -8.87
Molar mass (g/mol): 657.5
Energy relative to the best compared isomer or geometry (same formula, charge and spin) (kJ/mol): 338.6

ORCA input file:
```
! wB97M-V def2-TZVPD RIJCOSX def2/J DEFGRID3
* xyz 1 4
V -0.412 -1.291 -0.855
O 0.935 6.662 -0.465
C 0.055 5.795 0.066
O -0.895 6.188 0.688
C 0.316 4.348 -0.167
C 1.578 3.808 -0.409
C 1.753 2.452 -0.581
C 0.666 1.549 -0.548
C -0.602 2.116 -0.278
C -0.765 3.468 -0.092
N 0.761 0.200 -0.726
C 1.939 -0.368 -1.238
C 2.160 -1.748 -0.685
C 3.425 -2.308 -0.654
C 3.581 -3.619 -0.230
C 2.451 -4.295 0.208
C 1.230 -3.654 0.172
N 1.058 -2.413 -0.306
H 1.615 6.219 -0.988
H 2.458 4.439 -0.435
H 2.763 2.104 -0.739
H -1.479 1.482 -0.249
H -1.743 3.885 0.100
H 2.845 0.230 -1.081
H 4.275 -1.727 -0.976
H 4.540 -4.106 -0.259
H 2.509 -5.311 0.558
H 0.345 -4.190 0.483
O 1.916 -0.544 -2.720
N 0.718 -0.212 -3.319
C 0.725 0.788 -4.223
C -0.299 1.165 -5.043
C -1.660 0.730 -5.043
C -2.317 0.198 -3.995
C -1.589 0.090 -2.711
S -2.513 -0.450 -1.250
H 1.709 1.212 -4.373
H -0.027 1.857 -5.828
H -2.202 0.896 -5.963
H -3.333 -0.152 -4.067
C 0.034 -0.883 4.233
C 0.388 -0.850 2.723
N -0.819 -0.966 1.926
C -1.508 -2.206 2.243
C -1.940 -2.220 3.727
N -1.442 -0.971 4.353
C -2.074 0.201 3.700
C -1.692 0.164 2.202
H 0.374 0.019 4.745
H 0.478 -1.749 4.728
H 1.061 -1.674 2.473
H 0.888 0.086 2.463
H -0.837 -3.042 2.035
H -2.375 -2.295 1.585
H -1.523 -3.078 4.257
H -3.026 -2.251 3.823
H -1.692 -0.977 5.344
H -1.715 1.111 4.184
H -3.154 0.140 3.840
H -1.172 1.083 1.923
H -2.580 0.070 1.573
I -1.915 -3.622 -1.125
C -0.420 -0.877 -2.840
H -1.174 1.077 -2.458
H -0.655 -1.777 -3.433
*
```


DFT (ωB97M-V/def2-TZVPD) results for C6H14N2 as an isolated structure.

Values from the calculation:
<S²>: 0.786
Orbital gap (spin up / spin down) (eV): 7.4 / 7.0
E_tot (a.u.): -346.06342
E_HOMO (spin up / spin down) (eV): -13.56 / -13.17
Molar mass (g/mol): 114.2
Energy relative to the best compared isomer or geometry (same formula, charge and spin) (kJ/mol): 409.0

ORCA input file:
```
! wB97M-V def2-TZVPD RIJCOSX def2/J DEFGRID3
* xyz 1 2
C 2.311 -0.443 0.659
C 1.034 -1.141 0.334
C 0.299 -0.495 -0.812
C 0.466 0.971 -0.476
C 1.853 1.469 -0.750
N -2.409 0.840 0.607
C -3.195 -0.215 0.391
N -2.802 -1.452 0.263
H 3.198 -1.027 0.395
H 2.377 0.496 -0.063
H 2.344 -0.296 1.740
H 1.044 -2.204 0.115
H 0.327 -1.094 1.172
H 0.654 -0.707 -1.819
H -0.742 -0.814 -0.938
H 0.063 1.173 0.499
H -0.230 1.641 -1.000
H -2.888 1.612 1.110
H 1.972 2.329 -0.096
H 2.132 1.559 -1.768
H -4.277 -0.055 0.280
H -3.531 -2.146 0.158
*
```


What is the energy relative to the best compared isomer or geometry (same formula, charge and spin) in the third record? 49.3 kJ/mol


Look up the E_tot of the fourth one. -322.23374 a.u.


Copy entry 4 word for word.
DFT (ωB97M-V/def2-TZVPD) results for one molecule with the formula C5H3NO.

Values from the calculation:
Orbital gap (eV): 9.9
E_tot (a.u.): -322.23374
E_HOMO (eV): -9.11
Molar mass (g/mol): 93.1
Energy relative to the best compared isomer or geometry (same formula, charge and spin) (kJ/mol): 152.4

ORCA input file:
```
! wB97M-V def2-TZVPD RIJCOSX def2/J DEFGRID3
* xyz 0 1
C -2.767 0.688 0.911
C -1.626 0.420 0.575
C -0.278 0.143 0.170
C 1.851 -0.138 0.050
C 1.284 -0.605 -1.112
H -3.800 0.812 1.302
H 2.876 -0.051 0.321
H 1.679 -1.112 -2.004
N 0.822 0.343 0.808
O -0.040 -0.500 -1.021
*
```


Number 5 is which compound? C25H29IN5O3SV